[1]
Formula: C2H9N5
Source: the Open Molecules 2025 dataset
Level of theory: ωB97M-V/def2-TZVPD

Bonds (Å) are listed after each position.
Geometry (Å):
1 C 2.2699 -0.6545 0.1192  N3 1.447, H14 1.095, H15 1.104, H16 1.103
2 N -1.3423 -1.2449 -1.0671  N7 1.283, H8 1.026
3 N 0.9172 -0.4442 -0.3481  C1 1.447, H9 1.019
4 C -1.1515 0.5916 0.1336  N5 1.349, N6 1.357, N7 1.384
5 N -1.3298 -0.1338 1.2572  C4 1.349, H10 1.008, H11 1.017
6 N -1.2402 1.9452 0.1825  C4 1.357, H12 1.009, H13 1.007
7 N -1.4153 0.0352 -1.1056  N2 1.283, C4 1.384
8 H -1.3672 -1.5749 -2.0379  N2 1.026
9 H 0.9236 -0.3817 -1.3653  N3 1.019
10 H -1.0611 0.2683 2.1415  N5 1.008
11 H -1.1059 -1.1116 1.0870  N5 1.017
12 H -1.2221 2.4125 -0.7112  N6 1.009
13 H -0.8392 2.4485 0.9568  N6 1.007
14 H 2.2758 -0.8367 1.1986  C1 1.095
15 H 2.9327 0.2044 -0.0852  C1 1.104
16 H 2.7553 -1.5234 -0.3561  C1 1.103

Properties
Net charge: 0
HOMO (alpha / beta) (eV): -6.574 / -8.387
Energy relative to the best compared isomer or geometry (same formula, charge and spin) (kcal/mol): 98.1
Maximum force (eV/Å): 1.55

[2]
Formula: C2H9N6
Source: the Open Molecules 2025 dataset
Level of theory: ωB97M-V/def2-TZVPD

Bonds (Å) are listed after each position.
Geometry (Å):
1 C -0.2759 0.0074 1.5572  C2 1.454, N4 1.264, H9 1.079
2 C 0.5111 0.2000 0.3493  C1 1.454, N3 1.347, N5 1.353
3 N 1.1101 1.3776 0.0862  C2 1.347, H10 1.011, H17 1.014
4 N -0.4448 1.0169 2.2996  C1 1.264, N6 1.292
5 N 0.5874 -0.8406 -0.5125  C2 1.353, H11 1.010, H12 1.073
6 N -1.2117 0.9769 3.3390  N4 1.292, H13 0.992, H14 1.006
7 N -0.6451 -1.4312 -3.7722  N8 1.187, H15 1.069, H16 1.056
8 N -0.0227 -1.0236 -2.8478  N7 1.187
9 H -0.4735 -1.0437 1.6959  C1 1.079
10 H 2.0257 1.3018 -0.3361  N3 1.011
11 H -0.0413 -1.5716 -0.2103  N5 1.010
12 H 0.8551 -0.8549 -1.5512  N5 1.073
13 H -1.2729 1.8574 3.7928  N6 0.992
14 H -1.3627 0.1540 3.8970  N6 1.006
15 H -1.2865 -2.2743 -3.9186  N7 1.069
16 H -0.7855 -0.9756 -4.7149  N7 1.056
17 H 0.6538 2.2553 0.3107  N3 1.014

Properties
Net charge: +1
HOMO (eV): -12.444
Energy relative to the best compared isomer or geometry (same formula, charge and spin) (kcal/mol): 35.7
Maximum force (eV/Å): 3.98

[3]
Formula: C2H9NO
Source: the Open Molecules 2025 dataset
Level of theory: ωB97M-V/def2-TZVPD

Bonds (Å) are listed after each position.
Geometry (Å):
1 C -1.4597 0.6276 0.3187  N2 1.511, H4 1.137, H5 1.084, H6 1.173
2 N -0.2314 -0.2205 0.5561  C1 1.511, C3 1.517, H7 1.038
3 C -0.0386 -1.5227 -0.1980  N2 1.517, H8 1.160, H9 1.105, H10 1.116
4 H -1.3142 0.9015 -0.7755  C1 1.137
5 H -2.4245 0.2997 0.6896  C1 1.084
6 H -1.2735 1.6259 0.9054  C1 1.173
7 H -0.1506 -0.2030 1.5908  N2 1.038
8 H -0.9085 -1.9015 -0.8651  C3 1.160
9 H 0.2621 -2.3545 0.4644  C3 1.105
10 H 0.7549 -1.3934 -0.9720  C3 1.116
11 O 2.6424 1.2494 -0.6595  H12 0.947, H13 0.953
12 H 1.9011 0.7835 -0.2988  O11 0.947
13 H 2.2405 2.1080 -0.7561  O11 0.953

Properties
SMILES: CNC.O
Net charge: 0
HOMO (eV): -9.063
Energy relative to the best compared isomer or geometry (same formula, charge and spin) (kcal/mol): 27.3
Maximum force (eV/Å): 3.59

[4]
Formula: C2H9NO2
Source: the Open Molecules 2025 dataset
Level of theory: ωB97M-V/def2-TZVPD

Bonds (Å) are listed after each position.
Geometry (Å):
1 N 0.8620 -0.0449 -1.4630  C2 1.496, H5 1.010, H6 1.036
2 C 0.1509 1.0657 -0.7567  N1 1.496, C3 1.636, H7 1.087, H8 1.052
3 C -1.4404 0.7521 -0.5420  C2 1.636, O4 1.483, H9 1.223, H10 1.016
4 O -2.2281 0.7952 -1.7981  C3 1.483, H11 0.974
5 H 0.2663 -0.6095 -2.0518  N1 1.010
6 H 1.3976 -0.6856 -0.8501  N1 1.036
7 H 0.1754 1.9517 -1.3852  C2 1.087
8 H 0.4745 1.4246 0.1777  C2 1.052
9 H -1.8019 1.6148 0.2457  C3 1.223
10 H -1.8409 -0.0150 -0.0104  C3 1.016
11 H -2.0038 1.6171 -2.2702  O4 0.974
12 O 2.3057 -2.2094 3.7657  H13 0.968, H14 0.931
13 H 2.2744 -3.1061 4.1279  O12 0.968
14 H 2.1408 -1.4707 4.3085  O12 0.931

Properties
SMILES: NCCO.O
Net charge: 0
HOMO (eV): -8.959
Energy relative to the best compared isomer or geometry (same formula, charge and spin) (kcal/mol): 31.3
Maximum force (eV/Å): 5.92

[5]
Formula: C2H9NO2
Source: the Open Molecules 2025 dataset
Level of theory: ωB97M-V/def2-TZVPD

Bonds (Å) are listed after each position.
Geometry (Å):
1 C -0.4888 1.5114 0.3431  O2 1.407, C3 1.526, H5 1.092, H6 1.085
2 O 0.3864 2.6104 0.2594  C1 1.407, H7 0.965
3 C -0.0510 0.4246 -0.6348  C1 1.526, N4 1.424, H8 1.093, H9 1.107
4 N -0.7743 -0.7973 -0.5243  C3 1.424, H10 1.020, H11 1.028
5 H -0.6086 1.1617 1.3702  C1 1.092
6 H -1.4335 1.9166 -0.0052  C1 1.085
7 H 1.3124 2.3681 0.3837  O2 0.965
8 H -0.2354 0.8341 -1.6317  C3 1.093
9 H 1.0257 0.1681 -0.6450  C3 1.107
10 H -1.2294 -0.9779 0.3702  N4 1.020
11 H -0.2483 -1.6378 -0.7953  N4 1.028
12 H 1.1479 -3.6017 -0.0671  O14 0.968
13 H 0.4787 -3.1589 1.2585  O14 0.965
14 O 0.7250 -2.8526 0.3775  H12 0.968, H13 0.965

Properties
Net charge: +1
HOMO (alpha / beta) (eV): -15.062 / -15.051
<S²>: 0.75
2S+1: 2
Energy relative to the best compared isomer or geometry (same formula, charge and spin) (kcal/mol): 21.4
Maximum force (eV/Å): 1.97

[6]
Formula: C2H9NO2
Source: the Open Molecules 2025 dataset
Level of theory: ωB97M-V/def2-TZVPD

Bonds (Å) are listed after each position.
Geometry (Å):
1 C 0.6748 1.6168 -0.7038  C2 1.364, H4 1.086, H5 1.082
2 C -0.4202 1.0819 -0.0905  C1 1.364, N3 1.353, H6 1.092
3 N -0.5049 0.8926 1.2466  C2 1.353, H7 1.020, H8 1.020
4 H 1.6868 1.4328 -0.3544  C1 1.086
5 H 0.5285 2.1310 -1.6448  C1 1.082
6 H -1.2752 0.8958 -0.7441  C2 1.092
7 H 0.3648 1.1600 1.7076  N3 1.020
8 H -1.2839 1.3237 1.7452  N3 1.020
9 H 1.7213 -2.7083 -1.7238  O11 0.966
10 H 1.0937 -1.3471 -1.5197  O11 0.964
11 O 1.6508 -1.9967 -1.0751  H9 0.966, H10 0.964
12 H -1.7322 -0.9009 1.4866  O14 0.956
13 H -0.8138 -1.8426 0.6417  O14 0.964
14 O -1.6904 -1.7389 1.0285  H12 0.956, H13 0.964

Properties
Net charge: +1
HOMO (alpha / beta) (eV): -15.155 / -15.144
<S²>: 0.76
2S+1: 2
Energy relative to the best compared isomer or geometry (same formula, charge and spin) (kcal/mol): 32.7
Maximum force (eV/Å): 2.28